(1)
{"formula": "C28H43BrO14S5", "method": "wB97M-V/def2-TZVPD", "species": ["C", "C", "C", "C", "C", "C", "O", "Br", "C", "O", "O", "C", "O", "H", "H", "H", "O", "S", "O", "C", "C", "C", "C", "H", "H", "H", "H", "H", "H", "H", "H", "O", "S", "O", "C", "C", "C", "C", "H", "H", "H", "H", "H", "H", "H", "H", "O", "S", "O", "C", "C", "C", "C", "H", "H", "H", "H", "H", "H", "H", "H", "O", "S", "O", "C", "C", "C", "C", "H", "H", "H", "H", "H", "H", "H", "H", "O", "S", "O", "C", "C", "C", "C", "H", "H", "H", "H", "H", "H", "H", "H"], "positions_angstrom": [[4.76869, 3.09215, 0.06903], [3.60986, 3.37353, 0.19480], [2.28830, 3.96809, 0.08921], [1.26890, 3.41959, -0.58689], [1.36333, 2.07506, -1.29406], [1.25800, 0.95303, -0.21234], [2.15962, 0.59756, 0.45361], [-0.51968, 0.12711, 0.02885], [0.07822, 4.38520, -0.48702], [-1.03422, 4.20449, -0.84007], [0.61075, 5.52928, 0.06835], [1.82092, 5.29636, 0.71124], [2.33334, 5.93897, 1.55120], [5.78627, 2.87611, -0.22424], [0.60278, 1.93426, -2.07663], [2.35828, 1.98000, -1.76866], [-1.05121, -1.93724, 2.74526], [-2.41029, -1.45943, 2.75815], [-3.07718, -1.02028, 1.55809], [-3.43031, -2.67652, 3.57921], [-3.37081, -2.28673, 5.05225], [-3.50523, -0.75989, 5.08540], [-2.56070, -0.19262, 4.01977], [-3.04474, -3.67446, 3.38122], [-4.44316, -2.57984, 3.18694], [-4.15776, -2.77504, 5.62688], [-2.40846, -2.58183, 5.47831], [-4.53519, -0.48040, 4.85075], [-3.27342, -0.35553, 6.07074], [-2.95697, 0.71525, 3.56972], [-1.56738, -0.00336, 4.42456], [7.08787, 0.94922, 1.44348], [6.51095, -0.08218, 0.61366], [5.99519, 0.20193, -0.70591], [7.66616, -1.44072, 0.50794], [7.31509, -2.32746, 1.69777], [5.78636, -2.38728, 1.73628], [5.26592, -0.95441, 1.56373], [8.68600, -1.06170, 0.53826], [7.48502, -1.95778, -0.43514], [7.75314, -3.31541, 1.60137], [7.69110, -1.87865, 2.62171], [5.42624, -3.01131, 0.91555], [5.42317, -2.82764, 2.66425], [4.32085, -0.92823, 1.02476], [5.16012, -0.44784, 2.52204], [-7.09650, 5.30375, -3.39239], [-5.99004, 6.18917, -3.66915], [-6.07014, 7.21311, -4.68037], [-5.45534, 6.92550, -2.13146], [-4.41997, 5.94837, -1.58341], [-3.56209, 5.53454, -2.78316], [-4.51548, 5.20111, -3.93635], [-6.31005, 7.06328, -1.47220], [-5.00202, 7.88908, -2.36581], [-3.82042, 6.40214, -0.79497], [-4.91854, 5.06983, -1.16548], [-2.91357, 6.36601, -3.07090], [-2.92061, 4.68733, -2.54577], [-4.08603, 5.45407, -4.90345], [-4.80677, 4.15141, -3.92345], [-6.15860, 0.36237, -2.13145], [-7.32617, 1.12206, -1.75886], [-7.41795, 1.80815, -0.49362], [-7.70169, 2.26975, -3.07500], [-8.61611, 1.48627, -4.00970], [-9.59563, 0.73388, -3.10165], [-8.77647, 0.08712, -1.97954], [-6.78190, 2.59988, -3.54996], [-8.22239, 3.11992, -2.63675], [-9.13420, 2.14549, -4.70579], [-8.03046, 0.77088, -4.59335], [-10.31141, 1.44056, -2.67467], [-10.16487, -0.01434, -3.65371], [-9.33178, 0.04492, -1.04489], [-8.43759, -0.91078, -2.25476], [6.92669, -5.33155, 1.28448], [7.55233, -6.56871, 1.68932], [7.86892, -6.84520, 3.06649], [6.60384, -7.92884, 1.02278], [7.21164, -8.17432, -0.35407], [8.72974, -8.08216, -0.16238], [9.01117, -6.83126, 0.67750], [5.54982, -7.66087, 0.98742], [6.75143, -8.78795, 1.67761], [6.91235, -9.14191, -0.75600], [6.88017, -7.40130, -1.05210], [9.08385, -8.96912, 0.36839], [9.25524, -8.04086, -1.11627], [9.87574, -6.96356, 1.32445], [9.14811, -5.95067, 0.05097]], "forces_ev_per_angstrom": [[0.5, 0.0, -0.5], [-1.0, 1.3, 0.0], [0.6, -0.6, 0.4], [-0.1, 0.0, -0.1], [-0.5, -0.1, 0.2], [-0.4, 0.2, -0.7], [0.2, -0.1, 0.2], [0.5, 0.5, -0.3], [2.4, -1.5, -0.4], [-0.4, 0.7, 0.1], [-1.3, 1.3, 1.0], [0.5, -2.4, -1.4], [-0.4, 0.7, 0.0], [-0.5, -0.1, 0.5], [0.1, 0.2, 0.5], [-0.4, 0.1, 0.4], [0.0, 0.0, -0.1], [-0.3, 0.0, 0.1], [0.3, -0.1, -0.1], [-0.2, -0.2, 0.3], [0.1, 0.1, 0.0], [-0.1, 0.0, 0.0], [-0.1, 0.3, 0.4], [0.1, 0.1, -0.2], [0.1, 0.0, -0.1], [0.0, 0.0, 0.0], [0.0, 0.0, 0.0], [0.0, 0.0, 0.0], [0.0, 0.0, 0.0], [0.1, -0.1, -0.1], [0.0, -0.1, -0.1], [0.0, 0.2, -0.3], [-0.1, -0.5, 0.0], [0.1, 0.4, 0.1], [0.2, -0.3, 0.1], [0.0, 0.2, 0.1], [0.0, 0.0, -0.1], [-0.3, -0.3, 0.2], [-0.1, 0.2, -0.1], [0.0, 0.1, 0.0], [0.0, 0.0, 0.0], [0.0, 0.0, -0.1], [0.0, 0.0, 0.0], [0.0, 0.0, 0.0], [0.1, 0.2, 0.0], [0.1, 0.1, -0.1], [-0.1, 0.1, -0.2], [0.3, 0.2, 0.1], [-0.3, -0.2, -0.1], [0.2, 0.0, 0.4], [0.0, -0.1, 0.0], [0.1, 0.0, 0.0], [0.4, -0.2, 0.0], [-0.1, 0.0, -0.2], [-0.1, 0.0, -0.1], [0.0, 0.0, 0.0], [0.0, 0.0, 0.0], [0.0, 0.0, 0.0], [0.0, 0.0, 0.0], [-0.2, 0.0, 0.0], [-0.1, 0.1, 0.0], [0.0, 0.0, 0.2], [-0.2, 0.3, -0.1], [0.3, -0.2, 0.1], [-0.2, 0.0, -0.3], [0.0, -0.1, 0.0], [-0.1, 0.1, -0.1], [-0.4, -0.2, -0.1], [0.0, 0.0, 0.2], [0.1, 0.0, 0.0], [0.0, 0.0, 0.0], [0.0, 0.0, 0.0], [0.0, 0.0, 0.0], [0.0, 0.0, 0.0], [0.2, 0.0, 0.1], [0.1, 0.1, 0.0], [0.0, -0.1, 0.2], [0.0, -0.4, 0.0], [-0.1, 0.3, 0.0], [-0.2, -0.2, -0.3], [0.1, 0.1, -0.1], [0.0, -0.1, 0.0], [0.3, -0.1, -0.3], [0.0, 0.1, 0.1], [0.0, 0.1, 0.1], [0.0, 0.0, 0.0], [0.0, 0.0, 0.0], [0.0, 0.0, 0.0], [0.0, 0.0, 0.0], [-0.1, 0.1, 0.1], [-0.1, 0.0, 0.1]], "lowdin_charge": [0.1750, -0.0366, -0.0680, -0.0576, -0.0883, -0.7532, 0.0553, 0.7759, -0.3649, 0.1833, 0.1332, -0.3568, 0.2117, 0.0535, 0.1152, 0.1352, -0.3428, 0.6194, -0.3694, -0.2316, -0.2239, -0.2159, -0.2186, 0.1077, 0.1084, 0.1142, 0.1189, 0.1176, 0.1134, 0.1052, 0.1061, -0.3312, 0.6554, -0.3422, -0.2275, -0.2275, -0.2148, -0.2123, 0.1067, 0.1080, 0.0782, 0.1234, 0.1120, 0.1188, 0.0893, 0.1090, -0.3271, 0.6704, -0.3243, -0.2299, -0.2144, -0.2139, -0.2144, 0.1080, 0.1076, 0.1171, 0.1228, 0.1197, 0.0978, 0.1033, 0.0950, -0.3206, 0.6603, -0.3284, -0.2436, -0.2156, -0.2175, -0.2247, 0.0894, 0.0981, 0.1176, 0.1191, 0.1168, 0.1120, 0.1006, 0.1030, -0.3235, 0.6759, -0.3149, -0.2297, -0.2214, -0.2148, -0.2189, 0.1093, 0.1093, 0.1162, 0.1198, 0.1178, 0.1148, 0.1041, 0.1046], "homo_ev": -9.64, "multiplicity": 1, "smiles": "C#CC1=C(CC(=O)Br)C(=O)OC1=O.O=S1(=O)CCCC1.O=S1(=O)CCCC1.O=S1(=O)CCCC1.O=S1(=O)CCCC1.O=S1(=O)CCCC1", "gap_ev": 8.66, "e_tot_ev": -182613.2466}

(2)
{"formula": "C28H43Cl2O12P", "method": "wB97M-V/def2-TZVPD", "species": ["C", "C", "Cl", "C", "Cl", "C", "C", "C", "C", "C", "C", "C", "C", "O", "C", "P", "O", "O", "O", "C", "O", "C", "C", "C", "O", "H", "H", "H", "H", "H", "H", "H", "H", "H", "H", "H", "H", "H", "H", "H", "C", "O", "C", "C", "O", "C", "C", "O", "C", "H", "H", "H", "H", "H", "H", "H", "H", "H", "H", "H", "H", "H", "H", "C", "O", "C", "C", "O", "C", "C", "O", "C", "H", "H", "H", "H", "H", "H", "H", "H", "H", "H", "H", "H", "H", "H"], "positions_angstrom": [[4.76040, 1.33805, -3.12785], [4.95830, 2.73120, -2.44291], [5.97194, 3.77066, -3.57777], [3.58086, 3.47693, -2.08660], [3.59980, 4.18156, -0.38328], [2.30075, 2.62372, -2.37836], [1.60385, 2.95402, -3.63597], [0.34670, 2.26512, -4.02200], [-0.18801, 1.23033, -3.13495], [0.50369, 0.89245, -1.89910], [-0.06099, -0.17302, -0.91696], [-1.52504, -0.73005, -1.51369], [-2.75323, 0.28382, -1.26450], [-2.54010, -1.03908, -0.50610], [1.77764, 1.55054, -1.48566], [2.66305, 1.06706, 0.07315], [4.14855, 1.21447, -0.02787], [2.43027, -0.50975, 0.53376], [2.06729, 2.05251, 1.27040], [-0.38762, 2.68814, -5.34632], [-1.01903, 1.92754, -6.03081], [-0.22393, 4.20693, -5.69234], [0.92930, 4.83838, -5.34617], [2.07600, 4.00759, -4.66192], [3.21059, 4.20949, -5.01844], [4.27618, 0.63536, -2.40637], [5.76508, 0.91841, -3.41740], [4.13513, 1.36477, -4.05428], [5.52451, 2.67624, -1.48195], [3.61877, 4.41000, -2.71228], [-1.12919, 0.76295, -3.49439], [-0.29189, 0.20044, 0.10993], [0.55071, -1.10996, -0.93264], [-1.51023, -1.31671, -2.50223], [-3.61052, 0.11745, -1.95038], [-2.55935, 1.18921, -0.65196], [1.88668, -0.45321, 1.35052], [2.82551, 2.50992, 1.68052], [-1.01732, 4.80723, -6.19114], [1.12142, 5.91897, -5.52684], [-3.19101, -6.49495, 0.52087], [-1.85008, -6.45467, 0.07910], [-1.74059, -6.00284, -1.26391], [-0.32855, -5.51821, -1.54680], [-0.08156, -4.19889, -1.06411], [0.07968, -4.07948, 0.34444], [1.42055, -4.59838, 0.83590], [1.39368, -6.01452, 0.94886], [2.68977, -6.57682, 0.91544], [-3.78153, -7.18051, -0.09531], [-3.19735, -6.84875, 1.55168], [-3.63064, -5.49175, 0.49730], [-2.45090, -5.18947, -1.44992], [-1.97515, -6.84978, -1.92148], [-0.20740, -5.45415, -2.63147], [0.42392, -6.21890, -1.18245], [-0.75372, -4.53454, 0.88147], [0.03224, -3.00462, 0.54421], [1.63159, -4.18794, 1.83191], [2.20989, -4.28614, 0.14138], [3.17817, -6.35432, -0.03960], [2.59200, -7.65829, 1.00742], [3.29684, -6.20111, 1.74555], [-3.37899, 5.07835, 5.46853], [-3.21704, 3.72918, 5.08401], [-4.18579, 3.32337, 4.12622], [-3.71653, 2.07847, 3.39225], [-2.78096, 2.35882, 2.35293], [-1.45978, 2.69383, 2.77350], [-0.66739, 1.49663, 3.26881], [-1.02417, 1.18171, 4.60827], [-0.71508, -0.15565, 4.94146], [-4.36217, 5.23639, 5.92309], [-2.60703, 5.31699, 6.19986], [-3.25185, 5.73933, 4.60403], [-4.36625, 4.12780, 3.40449], [-5.11571, 3.10132, 4.66517], [-4.58224, 1.64071, 2.88828], [-3.32998, 1.32300, 4.07778], [-1.47055, 3.50343, 3.50464], [-0.96282, 3.07794, 1.87802], [0.40279, 1.73390, 3.25558], [-0.85635, 0.63693, 2.61177], [-1.27599, -0.84782, 4.30339], [-1.01284, -0.32458, 5.97598], [0.36040, -0.34072, 4.84461]], "forces_ev_per_angstrom": [[0.4, -0.2, 0.2], [-0.5, -0.4, 0.3], [-0.5, -0.3, 0.7], [0.5, 0.2, -0.9], [0.0, -0.2, -1.0], [-0.8, -0.3, -0.4], [-1.3, -1.4, 0.8], [1.4, -0.4, 2.0], [1.7, 1.5, -0.6], [1.1, 0.8, 0.2], [-2.8, -1.6, -2.3], [-1.2, 2.8, 1.3], [2.1, -3.9, 0.1], [1.3, 1.8, -2.0], [-2.0, 0.7, -2.5], [2.8, 0.4, 0.8], [-1.8, 0.1, -0.4], [-1.3, 2.3, 0.3], [0.0, -1.6, -1.1], [0.6, 1.2, 0.6], [0.1, 0.2, 0.5], [1.0, 0.3, 0.7], [-0.5, -1.3, 0.6], [-1.1, 0.6, -0.4], [-0.4, -0.3, 0.6], [0.5, 0.6, -0.5], [-1.0, 0.5, 0.4], [0.5, 0.3, 0.7], [-0.4, -0.2, -1.0], [-0.5, -1.1, 0.6], [0.9, 0.2, 0.7], [0.4, -0.2, -0.8], [-0.2, 1.1, 0.4], [0.0, 0.6, 1.9], [0.7, 0.8, 0.7], [-0.4, -0.7, -0.6], [0.2, -0.5, -0.5], [-0.2, -0.2, -0.3], [0.5, -1.0, 0.2], [0.0, -1.0, 0.0], [0.2, 0.0, 0.0], [0.0, 0.2, 0.1], [0.3, -0.3, 0.3], [-0.2, 0.2, -0.2], [0.0, -0.2, 0.1], [0.2, 0.2, -0.1], [-0.3, -0.3, 0.2], [0.1, 0.0, -0.2], [-0.2, 0.0, 0.0], [-0.1, 0.0, 0.0], [0.1, 0.0, -0.1], [-0.1, 0.0, -0.1], [0.0, 0.0, -0.1], [-0.1, 0.1, -0.2], [-0.1, 0.1, 0.0], [-0.2, -0.1, 0.2], [0.1, -0.2, 0.0], [0.1, 0.0, 0.0], [0.1, 0.2, 0.0], [0.0, 0.1, 0.0], [0.1, 0.1, 0.1], [-0.1, 0.1, 0.0], [0.1, 0.0, -0.1], [0.1, -0.2, 0.0], [0.1, 0.1, -0.2], [0.3, -0.3, 0.4], [-0.2, 0.1, -0.2], [0.1, 0.0, 0.2], [0.0, -0.1, -0.3], [0.0, 0.3, 0.5], [-0.2, -0.2, -0.1], [-0.1, 0.2, 0.0], [0.0, 0.1, 0.0], [0.0, -0.1, 0.0], [-0.1, 0.1, 0.0], [0.0, 0.0, -0.1], [-0.2, 0.0, -0.2], [0.0, 0.1, -0.1], [0.1, 0.2, 0.2], [0.0, -0.2, 0.2], [0.0, -0.1, 0.0], [0.0, 0.0, -0.2], [0.0, 0.0, 0.0], [0.1, -0.1, 0.0], [0.0, 0.1, 0.0], [0.0, -0.1, 0.0]], "lowdin_charge": [-0.1293, -0.6680, 0.5708, -0.5838, 0.6331, -0.1228, -0.0110, -0.0195, 0.0534, -0.1323, -0.0919, -0.2392, -0.0308, -0.1324, -0.0994, 0.5616, -0.3107, -0.1462, -0.1976, -0.3079, 0.1144, 0.0153, 0.0258, -0.3115, 0.0825, 0.0639, 0.0859, 0.0846, 0.0788, 0.0680, 0.1156, 0.1114, 0.1055, 0.1539, 0.1057, 0.1078, 0.0807, 0.0660, 0.1206, 0.1255, -0.1097, -0.2040, -0.1981, -0.1732, -0.1388, -0.1762, -0.1990, -0.2028, -0.1095, 0.0870, 0.0881, 0.0881, 0.1274, 0.1270, 0.1265, 0.1211, 0.1247, 0.1122, 0.1264, 0.1292, 0.0882, 0.0884, 0.0877, -0.1112, -0.2044, -0.1999, -0.1744, -0.1390, -0.1704, -0.2066, -0.1979, -0.1085, 0.0872, 0.0883, 0.0877, 0.1273, 0.1271, 0.1273, 0.1216, 0.1232, 0.1238, 0.1096, 0.1187, 0.0882, 0.0894, 0.0854], "homo_ev": -9.35, "multiplicity": 1, "smiles": "C[C@@H](Cl)[C@H](Cl)c1c2c(cc(C[C@@H]3CO3)c1P(=O)(O)O)C(=O)C=CC2=O.COCCOCCOC.COCCOCCOC", "gap_ev": 7.98, "e_tot_ev": -88631.6061}